[1]
Below is a cluster of 2 separate species, C5H5N in total at a distorted geometry, with properties calculated with the ωB97M-V functional and the def2-TZVPD basis.

Results
- highest occupied orbital energy (spin up / spin down) (hartree) = -0.311 / -0.294

Structure (XYZ):
```
11
C5H5N the ωB97M-V functional and the def2-TZVPD basis
C 1.2406 1.4683 0.0704
C 0.1152 0.6768 0.3037
C 1.4145 -0.0214 0.0620
C 2.3821 -0.9287 0.0275
C -2.7094 -0.5840 -0.1332
N -3.6433 0.1780 0.0852
H 1.7442 2.4277 0.2383
H 2.1349 -2.0061 -0.2017
H 3.3951 -0.5524 -0.1639
H -1.5656 -0.4521 0.0287
H -4.5082 -0.2060 -0.3169
```

---

[2]
Below is an isolated molecule of C5H5N at a distorted geometry, with properties calculated with the ωB97M-V functional and the def2-TZVPD basis.

Results
- highest occupied orbital energy (hartree) = -0.268

Structure (XYZ):
```
11
C5H5N the ωB97M-V functional and the def2-TZVPD basis
C -0.8993 -0.5756 -0.3043
C 1.3750 -0.0364 -0.3778
C 0.4582 -0.9969 0.2819
C -3.1648 0.2759 0.0635
C 0.0887 0.4689 0.0921
N -2.0960 -0.3105 -0.0900
H 2.3234 0.2135 0.0829
H 1.4663 -0.0529 -1.4098
H 0.5306 -1.6246 1.2325
H -3.7583 0.5473 -0.6899
H 0.0180 1.2234 0.7232
```

---

[3]
Below is the ion C5H5N2 with charge +1 at a distorted geometry, with properties calculated with the ωB97M-V functional and the def2-TZVPD basis.

Results
- total charge = +1
- highest occupied orbital energy (hartree) = -0.508

Structure (XYZ):
```
12
C5H5N2 the ωB97M-V functional and the def2-TZVPD basis
C -1.7177 2.3680 2.0230
C 0.4365 1.3943 1.4453
C -1.3478 0.1818 0.4064
C -0.3497 -0.4598 -0.2636
C 0.2705 -1.2747 -1.1924
N -0.5308 2.1447 2.0075
N 0.0024 0.4253 0.7129
H -2.6559 2.7527 2.1864
H 1.4370 1.5849 1.9040
H -0.2006 -0.9073 -2.1635
H 1.3773 -1.0082 -1.2437
H 0.2710 -2.4647 -1.1891
```

---

[4]
Below is the ion C5H5N2O3 with charge -1 at a distorted geometry, with properties calculated with the ωB97M-V functional and the def2-TZVPD basis.

Results
- SMILES = COC1=C([O-])N[C@@H]1N=C=O
- total charge = -1
- highest occupied orbital energy (hartree) = -0.094

Structure (XYZ):
```
15
C5H5N2O3 the ωB97M-V functional and the def2-TZVPD basis
C 1.1013 -0.9767 -1.0096
C -0.4124 -0.8494 -0.6486
C 3.1242 -0.1400 0.1084
C -0.2595 -1.9969 0.1446
C -1.2280 1.1200 0.3042
N 2.0653 -0.1355 -0.4646
N 1.0798 -2.2763 -0.3059
O 4.1415 -0.0572 0.6721
O -1.0680 -2.6441 0.8241
O -1.2368 0.3365 -0.8855
H 1.3383 -1.1539 -2.2016
H -2.2237 1.5573 0.1719
H -0.6341 2.0236 0.2381
H -1.1487 0.7386 1.2731
H 1.7127 -2.4562 0.4203
```

---

[5]
Below is the ion C5H5N2O3 with charge -1 at a distorted geometry, with properties calculated with the ωB97M-V functional and the def2-TZVPD basis.

Results
- total charge = -1
- highest occupied orbital energy (hartree) = -0.144

Structure (XYZ):
```
15
C5H5N2O3 the ωB97M-V functional and the def2-TZVPD basis
C 1.3615 0.2280 0.3820
C -0.7494 0.9447 -0.3309
C 1.4028 -1.0270 0.1500
C 0.5251 0.9436 -0.6818
C -1.8173 -1.1489 -0.6225
N 2.0776 1.0069 1.2984
N -1.6223 0.1208 0.0692
O -2.5025 0.2905 1.0849
O 1.2581 -2.1536 -0.2680
O 1.2082 1.7132 -1.4558
H -0.8524 -1.2585 -1.3593
H -1.7762 -1.9330 0.1915
H -2.8435 -1.1389 -1.0254
H 1.4797 1.8511 1.6908
H 2.8506 1.5612 0.8767
```

---

[6]
Below is a structure of composition C5H5N2O4 at a distorted geometry, with properties calculated with the ωB97M-V functional and the def2-TZVPD basis.

Results
- total charge = -1
- highest occupied orbital energy (hartree) = -0.087

Structure (XYZ):
```
16
C5H5N2O4 the ωB97M-V functional and the def2-TZVPD basis
C -1.0402 0.3967 1.3159
C -0.8967 1.6349 0.3877
C -1.0849 -1.4399 -1.1440
C 0.1602 0.0272 0.8268
C 1.2341 -1.0293 0.8869
N 0.4341 1.2185 0.1113
N 1.0706 1.2932 -1.1084
O -0.3642 -2.3242 -0.9940
O -2.0402 -0.0960 1.9119
O -1.5551 2.4231 -0.2484
O -1.8139 -0.6299 -1.4406
H 0.7868 -1.7940 1.5693
H 2.2675 -0.7429 1.3351
H 1.4425 -1.5704 -0.0618
H 0.6758 2.0551 -1.5808
H 0.7235 0.5781 -1.7670
```

---

[7]
Below is the ion C5H5N2O4S with charge -1 at a distorted geometry, with properties calculated with the ωB97M-V functional and the def2-TZVPD basis.

Results
- total charge = -1
- highest occupied orbital energy (spin up / spin down) (hartree) = -0.155 / -0.159

Structure (XYZ):
```
17
C5H5N2O4S the ωB97M-V functional and the def2-TZVPD basis
C -1.7887 -0.8337 -0.3022
C -0.5574 -0.4278 -0.1875
C -2.7262 -0.2360 2.2945
C -0.4307 0.8198 2.0589
C 0.3726 -0.5525 -1.2848
N -0.1114 0.4300 0.8373
N -1.6502 0.5851 2.6403
O -1.2833 -2.8543 -1.6429
O -3.6648 -0.4232 3.0318
O 0.4246 1.5007 2.6452
O -2.5566 -0.9838 -2.6419
S -2.5013 -1.9787 -1.5334
H -0.0653 -0.1345 -2.2932
H 0.6404 -1.5765 -1.3547
H 1.1610 0.0199 -1.1042
H 0.8792 0.6973 0.9658
H -1.5802 0.9332 3.6152
```

---

[8]
Below is the ion C5H5N2S with charge +1 at a distorted geometry, with properties calculated with the ωB97M-V functional and the def2-TZVPD basis.

Results
- SMILES = [H]/N=C/S[C@@H]1C=C1C#[NH+]
- total charge = +1
- highest occupied orbital energy (hartree) = -0.482

Structure (XYZ):
```
13
C5H5N2S the ωB97M-V functional and the def2-TZVPD basis
C -2.2865 -0.1373 0.1890
C -1.1540 0.1351 -0.4503
C -0.2151 0.6647 -1.2158
C -0.0025 -0.7213 -1.0655
C 2.2095 -0.0878 0.7796
N -3.2115 -0.3197 0.8914
N 2.0258 1.1245 0.4603
S 1.3680 -1.4090 -0.0821
H 0.1833 1.6861 -1.5796
H -0.2466 -1.6059 -1.8311
H 2.8949 -0.3165 1.5511
H -4.0691 -0.7443 1.1572
H 2.5039 1.7313 1.1959
```

---

[9]
Below is the ion C5H5N4O2 with charge -1 at a distorted geometry, with properties calculated with the ωB97M-V functional and the def2-TZVPD basis.

Results
- SMILES = C=C(C(=O)[O-])c1nnnn1C
- total charge = -1
- highest occupied orbital energy (hartree) = -0.177

Structure (XYZ):
```
16
C5H5N4O2 the ωB97M-V functional and the def2-TZVPD basis
C -0.5783 -0.6456 0.2565
C 1.2103 -0.5782 1.7660
C 0.8752 -0.6846 0.5074
C 1.9951 -0.4689 -0.5153
C -0.8908 1.4847 -1.2463
N -1.4477 -1.5144 0.7937
N -2.6285 -1.1793 0.3004
N -2.5906 -0.0874 -0.3468
N -1.2547 0.1908 -0.5947
O 2.7766 -1.4135 -0.7694
O 2.0619 0.6952 -0.8773
H 2.3010 -0.3973 2.0156
H 0.4792 -0.6320 2.5816
H -1.2959 1.4864 -2.1690
H -1.2718 2.2665 -0.6675
H 0.2591 1.4776 -1.0348
```

---

[10]
Below is a structure of composition C5H5N4O2 at a distorted geometry, with properties calculated with the ωB97M-V functional and the def2-TZVPD basis.

Results
- total charge = +1
- highest occupied orbital energy (hartree) = -0.525

Structure (XYZ):
```
16
C5H5N4O2 the ωB97M-V functional and the def2-TZVPD basis
C -0.5994 -0.3630 -2.3153
C 0.9780 -0.5986 1.3570
C -1.2447 -0.1199 -0.1766
C -1.4783 -0.3677 1.2329
C 0.3862 0.8116 -0.6843
N 0.3991 0.3663 -1.9739
N -1.4122 -0.8140 -1.2120
N -0.2059 -0.8112 1.8324
N 1.2727 -0.0055 0.2362
O -2.3788 -0.1569 1.9703
O 0.5103 2.1104 -0.3891
H -0.8400 -0.7349 -3.3756
H 1.6943 -0.9160 2.0091
H -0.3110 -0.9833 2.8120
H 2.1131 0.1345 -0.2647
H 1.1163 2.4482 -1.0585
```

---

What did the tenth record say?
Below is a structure of composition C5H5N4O2 at a distorted geometry, with properties calculated with the ωB97M-V functional and the def2-TZVPD basis.

Results
- total charge = +1
- highest occupied orbital energy (hartree) = -0.525

Structure (XYZ):
```
16
C5H5N4O2 the ωB97M-V functional and the def2-TZVPD basis
C -0.5994 -0.3630 -2.3153
C 0.9780 -0.5986 1.3570
C -1.2447 -0.1199 -0.1766
C -1.4783 -0.3677 1.2329
C 0.3862 0.8116 -0.6843
N 0.3991 0.3663 -1.9739
N -1.4122 -0.8140 -1.2120
N -0.2059 -0.8112 1.8324
N 1.2727 -0.0055 0.2362
O -2.3788 -0.1569 1.9703
O 0.5103 2.1104 -0.3891
H -0.8400 -0.7349 -3.3756
H 1.6943 -0.9160 2.0091
H -0.3110 -0.9833 2.8120
H 2.1131 0.1345 -0.2647
H 1.1163 2.4482 -1.0585
```